Molecular formula: C2H4OS
Method: DFT, ωB97M-V with the def2-TZVPD basis set

Each atom is followed by the atoms it is bonded to, with distances in Å.
Element x y z (Å)
1 C -0.021 -1.840 0.247  S2 1.850, H5 1.101, H6 1.128, H7 1.090
2 S 0.658 -0.128 0.428  C1 1.850, C3 1.743
3 C -0.608 0.937 -0.120  S2 1.743, O4 1.214, H8 1.153
4 O -0.593 1.646 -1.106  C3 1.214
5 H -0.564 -2.130 1.159  C1 1.101
6 H -0.667 -1.945 -0.671  C1 1.128
7 H 0.784 -2.574 0.224  C1 1.090
8 H -1.553 0.941 0.539  C3 1.153

Values from the calculation:
largest force on an atom = 3.21 eV/A
SMILES = CSC=O

Molecular formula: C4H5NO
Method: DFT, ωB97M-V with the def2-TZVPD basis set

Each atom is followed by the atoms it is bonded to, with distances in Å.
Element x y z (Å)
1 C 1.360 0.091 0.866  C2 1.506, H7 1.093, H8 1.095, H9 1.096
2 C 0.144 -0.716 0.491  C1 1.506, C5 1.411, N6 1.592, H10 1.089
3 C -1.729 1.372 -0.567  O4 1.332, H11 1.109
4 O -1.401 0.356 -1.363  C3 1.332, C5 1.364
5 C -0.555 -0.495 -0.714  C2 1.411, O4 1.364, N6 1.242
6 N 0.123 -1.522 -0.882  C2 1.592, C5 1.242
7 H 2.139 -0.548 1.289  C1 1.093
8 H 1.764 0.619 -0.004  C1 1.095
9 H 1.090 0.844 1.616  C1 1.096
10 H -0.388 -1.204 1.307  C2 1.089
11 H -2.400 1.960 -1.225  C3 1.109

Values from the calculation:
largest force on an atom = 0.67 eV/A

Results for gap between HOMO and LUMO: 9.67, 9.47 (in eV, following the order of the records).
Results for relative energy (zero: lowest compared OMol25 entry of this formula, charge and spin): 0.912, 5.338 (in eV, following the order of the records).
Results for E: -551.9952, -285.2184 (in Ha, following the order of the records).